(1)
DFT (ωB97M-V/def2-TZVPD) results for the molecule C2H7Cl2N2P.

Last column: Mulliken charge in e.
Element x y z (Å)
Cl: 2.7973 0.3749 0.5720  -0.140
Cl: 1.4084 0.5458 -2.5914  -0.424
P: 1.2805 -0.4837 -0.2424  0.658
N: -0.1394 0.2207 0.3352  0.121
N: 1.2808 -2.0374 -0.0862  -0.592
C: -0.5845 1.6260 0.3370  -0.837
C: -1.2451 -0.7059 0.2782  -1.055
H: -1.1783 -1.5399 -0.4129  0.401
H: 2.0088 -2.5237 -0.5127  0.254
H: -2.0795 -0.0846 -0.0081  0.455
H: -1.6315 1.6161 0.7359  0.357
H: -1.4092 -1.1961 1.3324  0.204
H: 0.1704 2.1438 0.9561  0.283
H: -0.6788 2.0441 -0.6931  0.314

The LUMO energy is -0.685 eV. The orbital gap comes out at 0.337 Eh.

=====

(2)
DFT (ωB97M-V/def2-TZVPD) results for a cluster of 2 separate species, C2H7Cl3Si2 in total.

Last column: Mulliken charge in e.
Element x y z (Å)
Cl: 2.9742 1.8062 2.2502  -0.276
Cl: 2.1946 3.3064 -0.6953  -0.252
Cl: -0.0046 2.8882 1.6883  -0.241
Si: 1.5197 1.9338 0.7064  0.427
Si: 0.9412 -1.1924 -0.5686  0.417
C: -1.8088 -0.5945 0.2891  -0.819
C: -1.0120 -1.1131 -0.9190  -0.649
H: -1.5088 0.4914 0.6208  0.107
H: 1.8430 -1.7723 0.3625  -0.075
H: -1.5329 -1.1554 1.2110  0.295
H: -2.7963 -0.5122 0.0241  0.368
H: -1.2458 -2.0937 -1.1878  0.413
H: -0.9543 -0.4516 -1.6985  0.339
H: 1.3907 -1.5407 -2.0833  -0.056

The LUMO energy is -1.369 eV. The orbital gap comes out at 0.263 Eh.

=====

The DFT total energy results, record by record, are as follows: -1451.64670, -2039.99581 Ha.
The F_max results, record by record, are as follows: 3.3, 5.0 eV/A.